1.
{"formula": "C43H66CrN14O5S", "method": "ωB97M-V with the def2-TZVPD basis set", "species": ["Cr", "C", "N", "C", "C", "N", "C", "C", "N", "C", "C", "N", "C", "N", "C", "C", "N", "C", "C", "C", "C", "N", "C", "N", "C", "C", "N", "C", "C", "N", "C", "C", "H", "H", "H", "H", "H", "H", "H", "H", "H", "H", "H", "H", "H", "H", "H", "H", "H", "H", "H", "H", "H", "H", "H", "H", "H", "H", "H", "H", "H", "H", "H", "H", "H", "H", "H", "H", "H", "H", "H", "H", "H", "H", "H", "H", "H", "H", "H", "H", "C", "O", "C", "C", "C", "C", "C", "C", "N", "N", "C", "C", "C", "C", "O", "C", "N", "C", "C", "C", "C", "H", "H", "H", "H", "H", "H", "H", "H", "H", "H", "H", "H", "N", "C", "C", "C", "C", "C", "C", "S", "O", "O", "O", "H", "H", "H", "H", "H", "H"], "positions_angstrom": [[1.446, 0.485, -0.402], [2.390, 2.794, 4.016], [2.612, 1.651, 3.159], [1.661, 0.580, 3.335], [3.435, 1.685, 2.074], [3.270, 0.852, 1.089], [4.411, 0.481, 0.283], [4.130, 0.543, -1.218], [2.926, -0.175, -1.649], [3.076, -1.631, -1.593], [2.703, -2.229, -0.244], [1.582, -1.554, 0.385], [0.937, -2.293, 1.249], [-0.127, -1.831, 1.960], [-1.214, -1.097, 1.375], [-0.402, -2.341, 3.282], [1.251, -3.626, 1.502], [0.171, -4.592, 1.478], [2.475, -4.115, 2.088], [2.631, 0.200, -3.037], [1.997, 1.585, -3.138], [1.239, 1.928, -1.940], [0.414, 2.945, -2.068], [-0.157, 3.292, -3.279], [-0.969, 2.372, -4.039], [-0.235, 4.659, -3.736], [0.177, 3.791, -1.034], [-1.066, 4.518, -0.916], [1.198, 4.081, -0.053], [4.461, 2.625, 2.147], [4.783, 3.499, 1.049], [5.310, 2.762, 3.306], [1.320, 3.012, 4.071], [2.904, 3.672, 3.635], [2.738, 2.594, 5.035], [1.674, 0.249, 4.377], [1.931, -0.238, 2.674], [0.653, 0.910, 3.074], [4.685, -0.545, 0.556], [5.296, 1.098, 0.487], [5.014, 0.157, -1.754], [4.000, 1.592, -1.495], [4.103, -1.929, -1.855], [2.396, -2.065, -2.328], [3.564, -2.198, 0.433], [2.458, -3.285, -0.417], [-0.856, -0.635, 0.462], [-1.558, -0.327, 2.064], [-2.061, -1.763, 1.168], [0.489, -2.803, 3.700], [-1.229, -3.059, 3.300], [-0.676, -1.492, 3.913], [-0.754, -4.108, 1.177], [0.023, -5.070, 2.452], [0.402, -5.370, 0.745], [3.149, -3.294, 2.317], [2.979, -4.822, 1.421], [2.252, -4.640, 3.024], [1.929, -0.538, -3.430], [3.542, 0.163, -3.658], [1.387, 1.608, -4.049], [2.778, 2.354, -3.264], [-1.029, 1.421, -3.523], [-0.578, 2.224, -5.050], [-1.983, 2.771, -4.131], [0.420, 5.296, -3.146], [-1.256, 5.055, -3.700], [0.100, 4.693, -4.779], [-1.817, 4.065, -1.558], [-0.946, 5.575, -1.177], [-1.420, 4.451, 0.115], [1.735, 3.170, 0.208], [0.726, 4.482, 0.841], [1.897, 4.829, -0.444], [4.091, 3.332, 0.229], [5.810, 3.349, 0.693], [4.692, 4.543, 1.373], [4.990, 2.077, 4.086], [5.292, 3.786, 3.698], [6.349, 2.526, 3.042], [-4.690, -4.706, 2.488], [-3.975, -3.657, 3.095], [-4.445, -2.376, 2.941], [-3.762, -1.396, 3.662], [-4.059, -0.065, 3.494], [-5.111, 0.340, 2.657], [-5.852, -0.657, 2.019], [-5.506, -1.991, 2.131], [-5.517, 1.662, 2.659], [-4.722, 2.623, 2.519], [-3.509, 2.502, 1.911], [-2.384, 3.130, 2.456], [-1.118, 2.803, 2.021], [-0.893, 1.916, 0.944], [0.278, 1.428, 0.708], [-2.051, 1.545, 0.168], [-1.845, 0.922, -1.006], [-2.894, 0.523, -1.699], [-4.211, 0.735, -1.304], [-4.442, 1.377, -0.109], [-3.354, 1.785, 0.679], [-4.191, -5.624, 2.796], [-4.666, -4.637, 1.394], [-5.732, -4.726, 2.823], [-2.989, -1.705, 4.349], [-3.517, 0.685, 4.055], [-6.689, -0.375, 1.402], [-6.068, -2.723, 1.574], [-2.514, 3.772, 3.316], [-0.255, 3.171, 2.559], [-2.686, 0.002, -2.627], [-5.023, 0.402, -1.931], [-5.454, 1.588, 0.204], [-0.154, -1.168, -2.208], [-0.447, -2.171, -3.154], [-0.083, -2.025, -4.492], [-0.339, -3.047, -5.389], [-0.961, -4.198, -4.959], [-1.342, -4.353, -3.645], [-1.074, -3.344, -2.738], [-1.421, -5.441, -6.201], [-2.543, -4.776, -6.854], [-1.772, -6.623, -5.430], [-0.222, -5.566, -7.018], [-0.753, -1.266, -1.400], [-0.256, -0.231, -2.577], [0.376, -1.103, -4.829], [-0.072, -2.978, -6.432], [-1.848, -5.263, -3.362], [-1.365, -3.440, -1.700]], "forces_ev_per_a": [[-0.067, -0.349, -0.274], [-0.006, 0.137, 0.136], [0.000, 0.189, -0.258], [-0.019, -0.297, 0.037], [0.243, -0.117, -0.043], [-0.135, 0.496, 0.025], [0.301, -0.053, 0.003], [0.631, 0.262, 0.354], [0.705, -0.226, -0.557], [-0.122, -0.713, 0.208], [0.312, -0.251, -0.248], [-0.395, -0.455, 0.779], [0.382, -0.003, -0.278], [-0.255, -0.119, 0.126], [0.159, 0.063, -0.258], [0.037, -0.041, 0.086], [-0.135, 0.046, 0.205], [0.015, -0.124, -0.090], [0.142, 0.074, -0.134], [-0.366, 0.234, -0.544], [0.320, 0.206, -0.384], [-0.319, 0.173, -0.109], [0.335, 0.268, -0.061], [-0.149, -0.039, 0.387], [0.111, -0.186, -0.133], [0.049, 0.102, -0.067], [-0.017, -0.269, -0.258], [-0.214, 0.258, -0.012], [0.363, -0.102, -0.018], [-0.098, -0.159, 0.071], [0.020, -0.012, -0.064], [0.086, 0.014, 0.063], [0.040, -0.014, -0.017], [-0.019, -0.012, -0.003], [-0.012, 0.034, -0.050], [0.010, 0.001, 0.002], [-0.039, -0.034, 0.042], [0.004, -0.048, 0.001], [0.074, 0.096, -0.095], [-0.034, -0.103, -0.118], [-0.174, 0.069, -0.008], [-0.014, -0.007, -0.045], [-0.147, 0.051, -0.035], [0.092, 0.133, 0.006], [-0.070, -0.083, -0.096], [0.170, 0.108, 0.035], [-0.227, -0.011, 0.091], [-0.003, 0.070, -0.062], [-0.070, 0.000, -0.047], [0.000, -0.053, 0.048], [-0.014, -0.006, -0.007], [-0.009, -0.026, 0.066], [-0.068, -0.033, -0.034], [-0.009, 0.043, 0.018], [-0.059, -0.027, 0.039], [0.069, 0.034, -0.025], [0.091, 0.032, 0.045], [0.011, 0.057, -0.011], [0.164, 0.093, 0.099], [-0.193, -0.062, 0.149], [0.208, -0.042, 0.073], [-0.116, -0.174, -0.087], [0.029, -0.099, -0.025], [0.033, -0.048, -0.010], [-0.042, -0.037, 0.024], [-0.005, 0.023, 0.010], [0.020, 0.023, 0.042], [-0.017, 0.055, 0.073], [-0.028, 0.055, -0.024], [-0.062, -0.018, -0.023], [0.008, 0.039, -0.109], [-0.014, 0.192, 0.076], [-0.006, -0.035, 0.040], [0.007, 0.020, 0.058], [-0.007, -0.018, -0.085], [-0.040, -0.013, -0.042], [0.018, -0.012, -0.070], [0.013, -0.002, 0.047], [-0.020, -0.049, 0.044], [-0.068, 0.009, 0.035], [-0.179, -0.256, -0.195], [-0.049, 0.651, 0.151], [0.244, -0.065, 0.085], [-0.010, -0.199, -0.078], [-0.214, 0.205, -0.026], [0.686, -1.688, -0.159], [0.221, 0.612, 0.137], [0.135, -0.481, -0.045], [-0.259, 1.701, 0.430], [-2.016, 0.388, 0.372], [2.050, -0.312, -0.422], [-1.385, -0.515, -0.057], [0.851, -0.606, -0.649], [-0.017, 0.263, 0.738], [-1.120, 0.892, 1.106], [-0.350, 0.182, 0.252], [-0.245, -0.182, -0.403], [0.627, 0.029, 0.003], [-0.376, 0.285, 0.566], [-0.031, -0.292, -0.615], [0.376, 0.240, 0.259], [-0.092, 0.063, -0.048], [0.002, 0.029, 0.069], [0.051, -0.012, -0.003], [0.079, -0.023, 0.038], [0.027, 0.019, 0.018], [-0.184, 0.047, -0.087], [-0.068, -0.093, -0.038], [-0.077, 0.020, 0.095], [0.054, 0.013, -0.030], [0.001, -0.069, -0.117], [-0.081, -0.011, -0.049], [-0.040, -0.001, 0.057], [0.097, 0.156, 0.086], [-0.037, -0.345, -0.216], [-0.013, 0.029, 0.132], [0.097, 0.171, 0.114], [-0.328, -0.804, -0.623], [0.096, 0.082, 0.121], [0.148, 0.237, 0.020], [0.073, 0.541, 0.249], [0.132, -0.275, -0.078], [0.017, 0.030, -0.040], [-0.172, -0.055, 0.001], [0.017, 0.188, -0.057], [-0.154, -0.030, 0.132], [0.056, 0.088, -0.036], [0.062, 0.117, -0.137], [-0.044, -0.113, 0.070], [-0.052, -0.028, 0.182]], "gap_ev": [6.24, 6.15], "energy_ev": -116015.6818, "spin_multiplicity": 5, "charge": 0}

---

2.
{"formula": "C37H57N3O16S", "method": "ωB97M-V with the def2-TZVPD basis set", "species": ["H", "N", "C", "N", "N", "C", "C", "C", "C", "C", "O", "S", "O", "O", "C", "C", "C", "C", "C", "C", "C", "C", "C", "C", "C", "O", "O", "C", "O", "C", "C", "C", "C", "C", "C", "O", "C", "O", "H", "H", "H", "H", "H", "H", "H", "H", "H", "H", "H", "H", "H", "H", "H", "H", "H", "H", "H", "H", "H", "H", "H", "H", "H", "H", "H", "H", "H", "H", "H", "H", "H", "H", "H", "H", "H", "H", "H", "H", "H", "H", "H", "H", "H", "H", "H", "H", "O", "C", "C", "C", "O", "C", "O", "C", "C", "O", "H", "H", "H", "H", "O", "C", "C", "C", "O", "C", "O", "C", "C", "O", "H", "H", "H", "H"], "positions_angstrom": [[-1.989, 4.813, -2.906], [-2.745, 4.788, -2.230], [-2.982, 3.590, -1.903], [-2.265, 2.477, -2.488], [-3.950, 3.227, -0.925], [-4.313, 4.315, 0.002], [-3.218, 4.601, 1.008], [-2.763, 3.385, 1.814], [-3.888, 2.723, 2.613], [-3.444, 1.349, 3.164], [-3.741, 1.346, 4.573], [-3.027, 0.190, 5.400], [-3.825, -0.033, 6.561], [-1.646, 0.519, 5.587], [-3.110, -1.275, 4.290], [-1.778, -1.428, 3.536], [-1.759, -2.504, 2.448], [-0.495, -2.366, 1.563], [-0.786, -2.271, 0.053], [0.217, -3.043, -0.823], [1.411, -2.221, -1.331], [2.030, -1.202, -0.380], [2.864, -1.750, 0.804], [3.229, -3.230, 0.757], [-3.351, -2.485, 5.168], [-2.341, -2.586, 6.174], [-2.926, -2.916, 7.426], [-4.321, -1.066, 3.349], [-5.459, -0.945, 4.175], [-6.618, -1.701, 3.834], [-7.847, -0.802, 3.888], [-8.239, -0.186, 2.552], [-4.197, 0.203, 2.479], [-3.608, 0.024, 1.078], [-4.512, -0.633, 0.028], [-5.657, -1.336, 0.573], [-5.586, -2.679, 0.316], [-6.094, -3.217, -0.647], [-2.020, 1.858, -1.719], [-2.938, 1.937, -3.029], [-4.800, 2.967, -1.413], [-5.243, 4.022, 0.482], [-4.531, 5.247, -0.520], [-2.366, 5.046, 0.498], [-3.577, 5.364, 1.700], [-2.312, 2.675, 1.119], [-1.968, 3.657, 2.505], [-4.062, 3.350, 3.484], [-4.786, 2.591, 2.023], [-2.369, 1.287, 3.004], [-1.039, -1.722, 4.280], [-1.420, -0.479, 3.155], [-1.726, -3.499, 2.886], [-2.636, -2.474, 1.808], [0.211, -3.165, 1.764], [0.018, -1.449, 1.851], [-0.729, -1.227, -0.259], [-1.804, -2.588, -0.167], [0.526, -3.954, -0.317], [-0.328, -3.376, -1.708], [1.067, -1.673, -2.209], [2.182, -2.893, -1.700], [1.288, -0.493, -0.018], [2.718, -0.606, -0.979], [3.811, -1.212, 0.807], [2.408, -1.524, 1.765], [3.779, -3.482, -0.144], [3.895, -3.444, 1.592], [2.373, -3.889, 0.871], [-3.317, -3.394, 4.559], [-4.317, -2.429, 5.657], [-3.099, -3.866, 7.369], [-4.362, -1.944, 2.707], [-6.511, -2.207, 2.876], [-6.732, -2.476, 4.596], [-7.602, -0.019, 4.602], [-8.683, -1.366, 4.296], [-8.971, 0.602, 2.721], [-7.398, 0.265, 2.034], [-8.731, -0.925, 1.925], [-5.222, 0.546, 2.359], [-3.407, 1.022, 0.697], [-2.652, -0.490, 1.088], [-4.904, 0.139, -0.628], [-3.951, -1.317, -0.608], [-5.023, -3.258, 1.067], [5.304, -0.778, -1.774], [5.920, 0.259, -1.947], [5.402, 1.571, -1.600], [6.144, 2.660, -1.841], [5.741, 3.892, -1.557], [7.510, 2.566, -2.466], [8.106, 3.608, -2.673], [8.037, 1.254, -2.789], [7.294, 0.167, -2.548], [7.704, -1.069, -2.816], [4.418, 1.625, -1.155], [6.465, 4.483, -1.835], [9.023, 1.202, -3.223], [6.975, -1.658, -2.546], [10.465, 0.281, -10.399], [10.236, 0.492, -9.224], [9.875, 1.792, -8.687], [9.656, 1.928, -7.372], [9.324, 3.082, -6.808], [9.773, 0.766, -6.425], [9.569, 0.983, -5.244], [10.113, -0.537, -6.961], [10.330, -0.674, -8.276], [10.644, -1.829, -8.844], [9.797, 2.620, -9.377], [9.233, 2.911, -5.852], [10.179, -1.366, -6.271], [10.749, -1.643, -9.796]], "forces_ev_per_a": [[0.116, -0.064, -0.032], [-0.246, -0.299, 0.439], [0.402, 0.072, -0.504], [-0.527, 0.100, 0.278], [-0.015, 0.650, 0.090], [-0.092, 0.277, -0.153], [0.099, -0.093, 0.506], [-0.167, 0.015, -0.372], [1.027, -0.373, 0.276], [-0.587, 0.622, -0.446], [0.087, -0.417, -0.015], [0.386, -0.556, 1.093], [-0.204, 0.188, -0.300], [0.041, 0.239, -0.452], [-0.040, 0.569, -0.405], [0.021, -0.456, 0.393], [0.639, -0.032, -0.190], [-0.380, 0.539, -0.161], [0.607, -0.084, -0.025], [-0.458, 0.096, -0.268], [-0.338, 0.107, 0.151], [0.545, -0.141, 0.119], [0.150, -0.021, -0.187], [0.205, 0.144, 0.353], [-0.240, -0.380, 0.599], [0.207, -0.123, -0.242], [-0.265, 0.237, 0.041], [0.437, 0.341, 0.387], [-0.063, -0.142, -0.539], [-0.243, -0.114, 0.626], [0.314, 0.042, -0.256], [-0.436, 0.136, 0.403], [0.119, -0.125, -0.171], [-0.074, -0.114, -0.151], [-0.071, 0.256, 0.020], [0.273, -0.542, -0.176], [-0.907, -0.777, -1.618], [0.788, 1.059, 1.695], [0.053, -0.054, -0.029], [0.139, -0.022, -0.211], [0.072, -0.434, -0.053], [-0.021, -0.143, 0.188], [0.017, 0.009, -0.230], [0.094, -0.009, -0.102], [-0.126, 0.113, 0.007], [0.006, -0.157, -0.043], [0.088, 0.145, 0.065], [-0.474, 0.099, 0.003], [-0.252, 0.170, -0.006], [0.171, -0.228, 0.256], [0.135, 0.161, 0.096], [-0.096, 0.111, -0.212], [-0.254, -0.062, 0.203], [-0.151, 0.040, -0.064], [-0.001, -0.225, 0.005], [0.165, 0.044, 0.127], [-0.206, 0.169, -0.001], [-0.091, -0.268, 0.030], [0.113, -0.054, 0.169], [0.047, -0.143, -0.104], [-0.026, 0.119, -0.075], [0.108, -0.114, -0.019], [-0.195, -0.008, 0.065], [-0.002, 0.069, -0.153], [0.055, 0.158, 0.062], [-0.234, -0.032, 0.058], [-0.067, -0.082, -0.191], [0.058, -0.075, 0.071], [-0.133, -0.086, -0.159], [-0.050, 0.001, -0.176], [-0.099, 0.181, 0.053], [0.206, -0.112, -0.152], [-0.302, -0.138, -0.005], [0.061, 0.110, -0.204], [0.090, -0.139, 0.039], [-0.061, 0.055, 0.175], [-0.124, -0.034, 0.029], [-0.058, 0.095, -0.033], [0.147, -0.103, -0.144], [0.202, -0.078, -0.285], [-0.161, -0.009, 0.024], [0.083, 0.123, -0.132], [0.136, -0.042, 0.257], [-0.244, 0.020, -0.041], [0.129, -0.049, -0.022], [-0.037, 0.093, 0.032], [0.089, -0.190, -0.034], [-0.272, 0.344, 0.145], [-0.089, -0.193, 0.019], [-0.264, 0.026, 0.130], [0.093, -0.034, -0.049], [0.235, -0.329, -0.152], [-0.106, 0.156, 0.042], [0.088, 0.192, 0.185], [0.250, -0.005, -0.120], [-0.097, 0.044, 0.047], [0.000, 0.026, -0.003], [0.059, 0.046, -0.029], [-0.085, -0.056, 0.074], [-0.062, -0.048, 0.021], [0.037, -0.198, -0.056], [-0.106, 0.448, 0.040], [0.038, -0.061, -0.181], [-0.018, 0.243, -0.182], [0.016, -0.122, 0.056], [0.062, -0.398, -0.025], [0.108, 0.147, -0.221], [-0.035, 0.039, 0.180], [0.014, -0.210, 0.204], [-0.005, 0.083, -0.057], [0.001, 0.019, 0.019], [0.002, 0.002, 0.059], [0.011, -0.012, -0.017], [0.012, 0.020, -0.073]], "gap_ev": 8.05, "energy_ev": -87353.6235, "smiles": "[H]/N=C(\\N)NCCCC[C@H]1OS(=O)(=O)[C@@](CCCCCCCCC)(COO)[C@@H](OCCC)[C@@H]1CCOC=O.O=C1C=C(O)C(=O)C=C1O.O=C1C=C(O)C(=O)C=C1O", "charge": 0}